{"formula": "C3H10N2O", "method": "ωB97M-V/def2-TZVPD", "e_homo_ev": -8.55, "gap_ev": 9.55, "max_force_ha_per_bohr": 0.0407, "charge": 0, "lumo_ha": 0.0368, "smiles": "NCNCCO", "symbols": ["C", "C", "O", "N", "C", "N", "H", "H", "H", "H", "H", "H", "H", "H", "H", "H"], "positions_angstrom": [[-0.51, -0.13, 0.59], [-1.67, 0.91, 0.74], [-2.93, 0.41, 1.10], [-0.02, -0.21, -0.77], [1.40, 0.01, -0.97], [2.19, -1.23, -0.86], [-0.89, -1.02, 1.09], [0.36, 0.11, 1.22], [-1.37, 1.71, 1.44], [-1.79, 1.36, -0.25], [-3.05, 0.38, 2.06], [-0.34, -0.98, -1.36], [1.68, 0.91, -0.42], [1.48, 0.36, -2.01], [2.82, -1.29, -1.63], [2.63, -1.28, 0.03]], "lowdin_charge": [-0.220, -0.262, -0.080, -0.086, -0.322, 0.025, 0.110, 0.104, 0.110, 0.107, 0.086, 0.115, 0.110, 0.105, 0.049, 0.047]}